(1)
# C3H12NS

A 2-piece molecular cluster, C3H12NS overall (the ωB97M-V functional and the def2-TZVPD basis, the OMol25 dataset).

Computed properties:
Frontier orbital gap in eV: 10.0
Total charge: +1
Energy in a.u.: -574.1796
Energy above the lowest of the compared OMol25 structures with the same formula, charge and spin in kJ/mol: 35.00
HOMO energy in eV: -13.5

Each line ends with the Löwdin charge.
Cartesian coordinates (Å):
1 C -0.6788 1.2630 -2.7379  0.0064
2 N -0.9026 0.9811 -1.2605  0.0987
3 H -1.6073 1.1556 -3.2722  0.0987
4 H -0.2785 2.2752 -2.7942  0.1044
5 H 0.1246 0.6166 -3.0480  0.0926
6 H -0.0240 0.5269 -0.8738  -0.0008
7 H -1.6347 0.2928 -1.0896  0.1615
8 H -1.0805 1.8348 -0.7384  0.1581
9 C 0.2527 -1.5677 2.3283  -0.1444
10 C 0.7461 -0.2332 1.7784  -0.5381
11 S 1.6340 -0.3566 0.1567  0.7542
12 H 0.3566 -1.5869 3.3980  0.0768
13 H 0.8008 -2.4054 1.9038  0.0613
14 H -0.7995 -1.7034 2.1198  0.0721
15 H -0.0898 0.4382 1.6215  0.0483
16 H 1.5036 0.1612 2.4459  0.0631
17 H 1.6772 -1.6920 0.0621  -0.1130

(2)
# C3H12NS

A 2-piece molecular cluster, C3H12NS overall (the ωB97M-V functional and the def2-TZVPD basis, the OMol25 dataset).

Computed properties:
Frontier orbital gap in eV: 9.4
Total charge: +1
Energy in a.u.: -574.1293
Energy above the lowest of the compared OMol25 structures with the same formula, charge and spin in kJ/mol: 167.00
HOMO energy in eV: -13.1

Each line ends with the Löwdin charge.
Cartesian coordinates (Å):
1 C 1.5168 -2.5513 1.0077  0.0369
2 N 1.3380 -1.0192 0.4037  0.1139
3 H 2.0021 -3.1167 0.1292  0.1149
4 H 2.1667 -2.3923 2.0248  0.1455
5 H 0.4920 -2.8608 1.3377  0.0919
6 H 0.9303 -0.3403 1.0321  0.0080
7 H 0.7249 -1.1289 -0.3902  0.1129
8 H 2.2201 -0.6240 -0.0252  0.1800
9 C -1.1452 1.8283 -1.5711  -0.1540
10 C -1.6531 1.0805 -0.3015  -0.5359
11 S -0.7112 1.3999 1.3588  0.6119
12 H -0.0683 1.7022 -1.5792  0.0573
13 H -1.7379 2.7682 -1.5731  0.0914
14 H -1.4935 1.2405 -2.4339  0.0749
15 H -2.6938 1.1768 -0.1619  0.0397
16 H -1.3616 -0.0197 -0.5343  0.0627
17 H -0.5260 2.8567 1.2765  -0.0519